[1]
{
  "formula": "C28H39F2IN4O4Si",
  "method": "ωB97M-V with the def2-TZVPD basis set",
  "e_tot_ev": -65229.397,
  "homo_energy_ha": -0.33635,
  "total_charge": 0,
  "largest_force_ev_per_a": 2.19,
  "multiplicity": 1,
  "species": ["C", "C", "O", "C", "C", "C", "C", "C", "C", "C", "N", "N", "C", "O", "C", "C", "C", "C", "N", "C", "C", "C", "F", "F", "C", "C", "Si", "C", "C", "C", "C", "C", "C", "C", "C", "C", "I", "O", "N", "O", "H", "H", "H", "H", "H", "H", "H", "H", "H", "H", "H", "H", "H", "H", "H", "H", "H", "H", "H", "H", "H", "H", "H", "H", "H", "H", "H", "H", "H", "H", "H", "H", "H", "H", "H", "H", "H", "H", "H"],
  "coordinates": [[-3.68722, 5.01898, -2.67509], [-2.54913, 4.22870, -3.30027], [-2.91688, 2.87174, -3.50472], [-1.76244, 2.11695, -3.83399], [-2.19121, 0.72922, -4.28054], [-2.92794, -0.09374, -3.20193], [-2.63561, -1.61082, -3.36467], [-1.70692, -2.23438, -2.31310], [-2.21444, -2.21942, -0.84799], [-3.76671, -2.33313, -0.80744], [-4.11384, -3.57282, -1.53518], [-1.83347, -3.51606, -0.22721], [-1.36483, -3.26061, 1.09403], [-1.55042, -4.01899, 2.01819], [-0.63860, -1.87317, 1.09868], [-0.39724, -1.28624, 2.46741], [-0.31361, 0.06058, 2.70321], [-0.07427, 0.59443, 3.93547], [0.12684, -0.17467, 5.00144], [0.06381, -1.47217, 4.76854], [-0.19652, -2.08761, 3.57323], [0.78663, -2.27520, 0.53774], [0.74421, -2.62701, -0.78208], [1.12998, -3.40825, 1.20156], [1.84471, -1.18617, 0.71705], [2.94778, -1.54045, 1.73066], [4.36012, -0.28170, 1.64095], [5.58243, -0.73495, 3.00803], [5.30904, -0.47598, 0.00345], [3.60818, 1.43574, 1.85144], [3.24491, 2.14938, 0.73493], [2.68917, 3.38692, 0.90327], [2.50808, 3.89802, 2.15303], [2.87802, 3.18907, 3.25219], [3.42989, 1.94529, 3.11651], [-1.55362, -1.13304, 0.08723], [-3.11931, 0.15663, 0.92895], [-0.62375, -0.22347, -0.58228], [-1.00046, 1.09765, -0.51351], [-0.12659, 1.82444, -0.79323], [-3.45263, 6.07564, -2.79136], [-3.76453, 4.74919, -1.62520], [-4.60226, 4.77720, -3.21369], [-1.69068, 4.24010, -2.61393], [-2.20995, 4.66752, -4.24700], [-1.10702, 2.03762, -2.96357], [-1.24597, 2.59507, -4.67557], [-1.30429, 0.22520, -4.67154], [-2.88093, 0.86197, -5.11637], [-2.76932, 0.28270, -2.19204], [-3.99118, 0.03470, -3.40820], [-3.57723, -2.14426, -3.46558], [-2.13190, -1.72623, -4.32658], [-1.52428, -3.25860, -2.63274], [-0.74574, -1.72997, -2.41246], [-4.26008, -1.49751, -1.29499], [-4.09836, -2.47578, 0.21867], [-4.19403, -4.34609, -0.88885], [-5.02869, -3.47594, -1.96118], [-1.13212, -4.03933, -0.73826], [-0.44237, 0.74574, 1.87735], [-0.01276, 1.66982, 4.04408], [0.22227, -2.12291, 5.62585], [-0.20961, -3.16028, 3.49865], [1.42050, -0.20785, 0.91692], [2.35902, -1.10070, -0.24446], [2.56643, -1.66688, 2.74465], [3.38645, -2.48311, 1.39060], [5.15622, -0.64727, 4.00605], [6.47753, -0.11488, 2.92490], [5.92174, -1.75926, 2.83870], [6.32053, -0.81181, 0.22917], [5.37158, 0.48671, -0.50246], [4.81089, -1.22860, -0.60860], [3.41800, 1.72293, -0.24250], [2.39828, 3.95511, 0.02842], [2.05976, 4.87135, 2.29988], [2.75256, 3.57050, 4.25768], [3.74541, 1.36456, 3.97162]]
}

=====

[2]
{
  "formula": "C28H39MnN4O6PTe",
  "method": "ωB97M-V with the def2-TZVPD basis set",
  "e_tot_ev": -95819.332,
  "homo_energy_ha": [-0.24789, -0.24096],
  "total_charge": 0,
  "s2": 0.9289,
  "largest_force_ev_per_a": 0.10,
  "multiplicity": 2,
  "species": ["Mn", "O", "C", "C", "C", "C", "N", "C", "C", "C", "C", "C", "C", "O", "C", "C", "N", "H", "H", "H", "H", "H", "H", "H", "H", "H", "H", "H", "H", "C", "N", "C", "C", "O", "N", "C", "C", "H", "H", "H", "H", "H", "H", "H", "H", "H", "H", "H", "H", "C", "C", "C", "C", "C", "C", "C", "H", "H", "H", "H", "H", "C", "C", "O", "P", "O", "Te", "O", "C", "C", "H", "H", "H", "H", "H", "H", "H", "H", "H", "H"],
  "coordinates": [[0.29969, -0.38169, -0.03874], [0.68255, 0.90951, -6.92446], [-0.38158, 1.36472, -6.11034], [-0.17696, 0.89161, -4.69854], [1.05703, 0.46944, -4.23764], [1.19152, 0.11529, -2.90502], [0.17265, 0.14037, -2.05194], [-1.03447, 0.50923, -2.49891], [-1.24506, 0.90181, -3.80821], [-2.11090, 0.39160, -1.48870], [-3.42119, 0.78870, -1.72969], [-4.38146, 0.59726, -0.75442], [-5.80907, 1.02309, -0.95252], [-5.99335, 1.46764, -2.28251], [-3.99027, -0.00387, 0.43708], [-2.66876, -0.35295, 0.61184], [-1.73124, -0.15020, -0.31895], [0.65406, 1.37836, -7.76260], [-1.34548, 0.99494, -6.47816], [-0.42680, 2.46006, -6.10014], [1.91050, 0.44066, -4.89774], [2.14367, -0.17689, -2.48409], [-2.22944, 1.19865, -4.14467], [-3.69782, 1.24448, -2.66706], [-6.03617, 1.82091, -0.23601], [-6.46588, 0.17596, -0.72462], [-6.87623, 1.83707, -2.36738], [-4.70248, -0.19359, 1.23040], [-2.32514, -0.80389, 1.53029], [0.51133, -4.49027, 1.97008], [1.03192, -3.44000, 1.11057], [1.46925, -2.21636, 1.80077], [0.71158, -3.35572, -0.19842], [0.60204, -2.27154, -0.80156], [0.49957, -4.52197, -0.89084], [1.34642, -5.68504, -0.67939], [-0.03019, -4.39510, -2.23684], [-0.05425, -4.02935, 2.78291], [1.31230, -5.09016, 2.40872], [-0.15850, -5.14380, 1.41685], [1.84223, -2.54659, 2.77866], [-0.59326, -1.76842, 2.07516], [2.32572, -1.81102, 1.25687], [2.00655, -5.52707, 0.16767], [1.96872, -5.85213, -1.56348], [0.75276, -6.58473, -0.50257], [-0.80393, -3.63324, -2.26187], [-0.45910, -5.35325, -2.53093], [0.74743, -4.11797, -2.95578], [0.33404, -1.19847, 1.90485], [0.49685, -0.23726, 3.01898], [1.75752, 0.20195, 3.44144], [1.89913, 1.14566, 4.44842], [0.78772, 1.68758, 5.07904], [-0.47401, 1.25016, 4.69204], [-0.61020, 0.30425, 3.69005], [2.64511, -0.17359, 2.94898], [2.89403, 1.46143, 4.74175], [0.90100, 2.42251, 5.86561], [-1.35768, 1.64126, 5.18315], [-1.60592, -0.03850, 3.42654], [-1.37551, 2.89597, 1.18511], [0.12795, 2.90077, 1.30949], [0.66563, 1.74276, 0.65381], [2.22055, 1.68893, 0.13184], [2.31513, 0.20521, -0.14063], [2.55703, 3.27055, -1.56962], [3.11410, 1.98518, 1.41783], [3.50913, 3.28971, 1.87127], [5.01698, 3.36142, 1.91360], [-1.78784, 3.78126, 1.67128], [-1.79160, 2.01397, 1.66955], [-1.67207, 2.90581, 0.13445], [0.43738, 2.86407, 2.35773], [0.55282, 3.78769, 0.83012], [3.06686, 3.41718, 2.86174], [3.10712, 4.05207, 1.20098], [5.42240, 2.56501, 2.53836], [5.33410, 4.32226, 2.32232], [5.42174, 3.25863, 0.90679]]
}

=====

[3]
{
  "formula": "C28H39N2O2P2RuS4",
  "method": "ωB97M-V with the def2-TZVPD basis set",
  "e_tot_ev": -101250.488,
  "homo_energy_ha": [-0.13040, -0.15510],
  "total_charge": -1,
  "s2": 6.0149,
  "largest_force_ev_per_a": 0.25,
  "multiplicity": 5,
  "species": ["Ru", "C", "N", "C", "C", "N", "C", "C", "C", "C", "C", "C", "C", "S", "C", "C", "C", "C", "C", "C", "S", "H", "H", "H", "H", "H", "H", "H", "H", "H", "H", "H", "H", "H", "H", "H", "H", "H", "H", "C", "C", "O", "P", "S", "S", "O", "C", "C", "H", "H", "H", "H", "H", "H", "H", "H", "H", "H", "C", "P", "C", "C", "C", "C", "C", "C", "C", "H", "H", "H", "H", "H", "H", "H", "H", "H", "H", "H"],
  "coordinates": [[0.25493, 0.06231, -0.05372], [0.35653, -3.40397, -0.34157], [1.37025, -2.34675, -0.23909], [2.06064, -2.51332, 1.05369], [2.90942, -1.32992, 1.48345], [2.08556, -0.20449, 1.91243], [1.52021, -0.42319, 3.24690], [2.71933, 1.08460, 1.86683], [4.09253, 1.22187, 2.01239], [4.69459, 2.47358, 1.98101], [3.90526, 3.60079, 1.82204], [2.52945, 3.47129, 1.69408], [1.90381, 2.22364, 1.70863], [0.16595, 2.05747, 1.52277], [2.31370, -2.39269, -1.34106], [2.75588, -3.62147, -1.82602], [3.65921, -3.71446, -2.87262], [4.13971, -2.54659, -3.45046], [3.71240, -1.32114, -2.97325], [2.79801, -1.20512, -1.91546], [2.34334, 0.40569, -1.38649], [0.77181, -4.40141, -0.14063], [-0.09495, -3.38798, -1.33061], [-0.41676, -3.20590, 0.39482], [2.69841, -3.40945, 1.01121], [1.28528, -2.70502, 1.79776], [3.54131, -1.00527, 0.65756], [3.57023, -1.67242, 2.29652], [2.31634, -0.44196, 4.00541], [0.97421, -1.36443, 3.28078], [0.81766, 0.37835, 3.47030], [4.70792, 0.33926, 2.13734], [5.76972, 2.56159, 2.07766], [4.35697, 4.58550, 1.78855], [1.90992, 4.35094, 1.56342], [2.38374, -4.53354, -1.37821], [3.97789, -4.68556, -3.23064], [4.84306, -2.58858, -4.27390], [4.08001, -0.40615, -3.42175], [-2.59522, -4.87298, 1.87399], [-3.56223, -3.76913, 1.51173], [-3.09210, -3.09200, 0.33723], [-2.67539, -1.53764, 0.45724], [-2.03150, -0.98552, -1.32837], [-1.37962, -1.19538, 1.91420], [-4.11434, -0.92192, 0.84115], [-4.26353, 0.21672, 1.70839], [-3.72634, 1.49080, 1.10169], [-2.97198, -5.44543, 2.72446], [-1.62798, -4.44646, 2.14167], [-2.45908, -5.55192, 1.03074], [-3.66661, -3.06374, 2.33830], [-4.55264, -4.16230, 1.27497], [-3.76706, -0.00219, 2.65538], [-5.33838, 0.28464, 1.87970], [-2.64338, 1.44478, 0.98890], [-3.95961, 2.33239, 1.75873], [-4.17539, 1.67643, 0.12571], [-0.53834, 1.36281, -3.48662], [-0.49659, 1.95153, -1.75434], [0.70120, 3.32764, -1.86777], [-2.06498, 2.86940, -1.61041], [-3.19446, 2.51839, -2.34916], [-4.38254, 3.22307, -2.20637], [-4.46348, 4.28551, -1.31732], [-3.35024, 4.63076, -0.56195], [-2.16347, 3.92726, -0.70367], [-1.22144, 0.51830, -3.57913], [0.46717, 1.00776, -3.71381], [-0.82998, 2.14798, -4.18724], [0.37193, 4.09460, -2.57107], [1.65408, 2.90962, -2.19187], [0.84206, 3.75624, -0.87563], [-3.15461, 1.68247, -3.03506], [-5.24900, 2.93518, -2.78974], [-5.39122, 4.83361, -1.20596], [-3.40677, 5.44666, 0.14869], [-1.31039, 4.18595, -0.08749]]
}

=====

[4]
{
  "formula": "C28H40B3BrFN5O4",
  "method": "ωB97M-V with the def2-TZVPD basis set",
  "e_tot_ev": -120121.598,
  "homo_energy_ha": -0.29540,
  "total_charge": 0,
  "largest_force_ev_per_a": 2.08,
  "multiplicity": 1,
  "species": ["C", "C", "C", "C", "C", "C", "B", "O", "B", "F", "O", "B", "C", "C", "O", "Br", "O", "H", "H", "H", "H", "H", "H", "H", "H", "H", "H", "H", "H", "H", "H", "H", "N", "C", "C", "C", "C", "H", "H", "H", "H", "H", "N", "C", "C", "C", "C", "H", "H", "H", "H", "H", "N", "C", "C", "C", "C", "H", "H", "H", "H", "H", "N", "C", "C", "C", "C", "H", "H", "H", "H", "H", "N", "C", "C", "C", "C", "H", "H", "H", "H", "H"],
  "coordinates": [[3.73557, -0.32321, 5.28375], [4.54813, 0.96774, 4.81796], [3.61348, 2.22183, 4.88996], [2.31579, 2.02490, 4.00593], [0.99427, 1.95298, 4.88038], [0.16414, 0.67349, 4.49097], [-1.40863, 0.85210, 4.56597], [-2.20932, 0.14371, 3.60539], [-2.92518, 1.10807, 2.90692], [-3.13055, 0.98264, 1.59357], [-3.45864, 2.19449, 3.61399], [-3.41331, 1.76418, 4.96151], [-4.68807, 1.42653, 5.84456], [-6.03849, 1.45797, 5.09929], [-6.94488, 2.02854, 5.55019], [-6.35003, 0.52144, 3.40087], [-2.11220, 1.61227, 5.49717], [3.55220, -0.97424, 4.41037], [4.36525, -0.87151, 6.00967], [2.79996, 0.04412, 5.74987], [5.47106, 1.08782, 5.41243], [4.78334, 0.80139, 3.74717], [3.33892, 2.41148, 5.95116], [4.18007, 3.10951, 4.52991], [2.29987, 2.89407, 3.31368], [2.42707, 1.10019, 3.40328], [0.41107, 2.87339, 4.68985], [1.31795, 1.85710, 5.93567], [0.40406, 0.44094, 3.42884], [0.43742, -0.19766, 5.12560], [-4.61501, 0.44677, 6.36768], [-4.75557, 2.18221, 6.66056], [4.48964, -1.95518, 0.86796], [3.15945, -2.16534, 1.11115], [2.96242, -3.51418, 1.24527], [4.22477, -4.14380, 1.08133], [5.14673, -3.15655, 0.85286], [4.91798, -1.05799, 0.72309], [2.47070, -1.33809, 1.16588], [2.01801, -3.99678, 1.44037], [4.43209, -5.20078, 1.12665], [6.20928, -3.20382, 0.68022], [1.33940, 4.51868, 0.23262], [1.41373, 5.85241, -0.06588], [2.65067, 6.09597, -0.60249], [3.34863, 4.85995, -0.63432], [2.51303, 3.90643, -0.11537], [0.54569, 4.05984, 0.64296], [0.58301, 6.51012, 0.13010], [3.01464, 7.05419, -0.93662], [4.34951, 4.69030, -0.99746], [2.65104, 2.84844, 0.03708], [0.84849, -2.20222, -3.28963], [1.65213, -1.52172, -4.16157], [2.87258, -1.34540, -3.56255], [2.80320, -1.94908, -2.27892], [1.54360, -2.47115, -2.14141], [-0.10555, -2.46489, -3.46616], [1.28542, -1.22200, -5.12928], [3.72101, -0.84085, -3.99688], [3.58775, -1.99576, -1.54212], [1.08357, -3.00787, -1.32827], [-0.84558, -1.25145, -7.38587], [-2.17566, -1.45774, -7.13548], [-2.37439, -2.80761, -6.99621], [-1.11365, -3.43926, -7.16398], [-0.19138, -2.45377, -7.40007], [-0.41589, -0.35567, -7.53528], [-2.86196, -0.62907, -7.07978], [-3.31851, -3.28855, -6.79505], [-0.90737, -4.49637, -7.11600], [0.87058, -2.50311, -7.57723], [-7.03962, -1.75142, -6.56713], [-5.80223, -1.44813, -6.06717], [-5.85018, -1.59145, -4.70552], [-7.16692, -2.00303, -4.37047], [-7.87567, -2.09528, -5.53956], [-7.29452, -1.72633, -7.53828], [-4.99890, -1.15645, -6.72201], [-5.03138, -1.42121, -4.02495], [-7.54996, -2.20844, -3.38386], [-8.89923, -2.37380, -5.72888]]
}